ORCA calculation (ωB97M-V/def2-TZVPD) on C44H51BaBr4N9O6 as an isolated structure.

Results
Orbital gap (alpha / beta)   4.47 / 3.30 eV
Total charge   -2
E_HOMO (alpha / beta)   -0.0326 / 0.0105 Eh
ΔE to the lowest compared entry with this formula, charge and spin   42.0 kcal/mol
E_tot   -12973.1221 a.u.
Spin multiplicity   1

Cartesian coordinates (Å):
C (-2.9458, -1.8776, 1.9402)
H (7.1151, 0.3918, -1.7278)
N (1.1576, -1.9900, -4.2424)
C (0.8070, -5.9906, 0.5484)
H (-3.3524, -3.7176, 5.7657)
H (5.5063, 1.6134, -0.2312)
C (-0.5218, -3.9088, -0.7788)
H (-0.5102, 2.6945, 8.4699)
H (-5.2681, -1.6965, 5.7498)
N (0.8666, 4.6176, -1.5805)
H (7.0395, -0.9958, -0.6358)
Ba (-0.5772, 0.2080, 0.4068)
C (1.2908, -4.6926, 0.6048)
C (3.5409, 3.8195, 0.7713)
Br (-3.5163, 2.0552, -6.9095)
C (-3.7568, 0.9520, -4.3050)
H (4.3158, 5.8753, -0.5885)
C (-4.7604, -2.4964, 5.2057)
C (0.6403, 1.9146, 3.0255)
H (4.6193, 0.1918, -2.0739)
H (-1.1294, 3.3328, 1.4157)
H (-2.9469, -2.2082, 0.9024)
C (-1.9543, 0.4952, -2.6690)
C (0.6682, -3.5736, 0.0024)
H (-5.5229, -3.1196, 4.7214)
N (0.2673, 1.0308, -3.3109)
N (2.8678, 4.4230, -0.3596)
H (4.6105, 3.7164, 0.5635)
O (1.4348, 2.6857, -0.4398)
H (0.2854, 3.7942, 6.5773)
H (-1.5078, 0.7973, 5.9467)
H (1.2669, 2.3982, 7.0526)
C (-2.8487, 1.4202, -5.2219)
C (-2.1474, -3.1170, -2.1882)
C (-0.3453, -6.2508, -0.1523)
O (3.0827, 0.4854, 1.7757)
C (1.2743, 5.8859, -2.1538)
H (2.5170, -1.0726, -0.0236)
H (4.9950, -2.3001, -0.3640)
C (-1.0284, 0.9941, -3.6740)
O (-4.0798, -3.2644, 6.2045)
H (7.0501, 1.2235, 0.5262)
H (1.6192, 3.2593, 4.3927)
N (-2.0497, -0.9506, 2.2395)
C (0.2747, 2.7004, 6.6866)
H (0.9407, 5.9145, -3.1952)
C (-0.8870, 1.1092, 5.1207)
H (3.0953, 0.6307, -3.8196)
H (-0.9341, 3.5340, -1.1594)
C (-3.3056, 0.5077, -3.0688)
C (0.8323, 1.9664, -5.4200)
C (-2.9021, -0.9826, 4.5015)
C (-1.0364, -5.2372, -0.8435)
H (-2.5402, -2.2664, -2.7372)
C (5.2350, -0.6522, -1.7562)
C (-0.4294, 4.1398, -2.0113)
H (-2.6503, 2.8879, 0.6436)
C (0.8566, 2.5019, 4.2561)
H (5.8308, -0.8950, 1.4757)
H (1.6057, 2.3358, -6.0825)
C (-1.4683, 1.4546, -4.9474)
Br (2.9229, -4.3582, 1.5348)
H (3.1092, 2.8359, 0.9439)
C (2.7792, 6.0618, -2.0960)
H (5.5426, -1.1939, -2.6552)
C (-0.4771, 1.9349, -5.8275)
C (1.6680, 3.8432, -0.7822)
H (1.3445, -0.9143, -2.5329)
H (0.7781, 6.7099, -1.6206)
N (1.7462, -1.7514, -2.9541)
C (-2.2015, -5.4347, -1.6152)
H (5.4745, 0.6814, 2.1927)
C (6.4707, -0.1428, -1.0220)
C (-3.8278, -1.9379, 4.1681)
C (5.3856, 0.0870, 1.2845)
H (3.7027, -2.1210, -1.5695)
H (3.4136, 4.4301, 1.6736)
H (-4.8124, 0.9384, -4.5351)
H (1.4499, -2.5140, -2.3561)
H (3.2524, 5.3384, -2.7641)
N (-1.0817, -2.8930, -1.4599)
H (-4.5493, -3.1868, 2.5309)
Br (-4.5744, -0.1331, -1.7990)
C (-3.8445, -2.4246, 2.8374)
C (4.3662, -1.5781, -0.9017)
C (-1.0266, 0.5274, 3.8303)
H (2.7666, 6.4992, 0.0133)
C (2.5832, 1.5755, -3.6206)
H (0.1461, -1.8761, -4.1934)
C (1.1699, 1.5164, -4.1316)
C (-2.7581, -4.3760, -2.2843)
N (3.5110, -0.8535, 0.0146)
H (2.5588, 1.7311, -2.5419)
C (0.0528, 2.0783, 5.3369)
Br (-0.9799, -8.0636, -0.1974)
C (3.8873, -0.0808, 1.0447)
O (-0.7279, 2.3126, 7.6176)
H (-3.6528, -4.5050, -2.8792)
O (-1.5596, 0.1128, -1.5341)
H (3.1366, 2.3826, -4.1038)
O (1.1046, -2.3998, 0.0916)
C (3.2294, 5.7790, -0.6811)
C (6.1235, 0.7890, 0.1379)
H (3.0597, 7.0684, -2.4116)
H (1.5007, -1.2642, -4.8598)
C (-1.5740, 2.6284, 0.6891)
H (-0.7585, 2.2865, -6.8109)
H (-2.6402, -6.4218, -1.6768)
C (-1.9887, -0.4866, 3.5353)
H (1.3356, -6.7879, 1.0513)
H (-2.8737, -0.6156, 5.5186)
N (-0.2529, 0.9655, 2.7967)
H (-1.0630, 4.9965, -2.2437)
H (-0.3521, 3.4770, -2.8760)
H (1.2168, 2.2252, 2.1599)

Atoms 1-3, force components in eV/Å:
-0.1 -0.2 0.1
0.0 0.0 0.0
-0.1 0.0 0.0